DFT (the ωB97M-V functional and the def2-TZVPD basis) results for a single C5H13NSi molecule.

The geometry in XYZ format:
```
20
Properties=species:S:1:pos:R:3:forces:R:3:mulliken_charge:R:1
C -1.688 1.462 -0.402 -0.1 -2.2 0.8 -0.990
Si -0.634 -0.142 0.055 -2.3 0.1 0.0 0.114
C -1.866 -1.633 0.426 1.9 -0.8 -1.8 -0.915
C 0.647 -0.287 -1.267 2.4 -1.0 -1.2 -0.496
C 1.977 -0.257 -0.487 1.2 0.9 2.0 -0.686
C 1.723 0.614 0.775 3.3 -2.3 2.4 -0.503
N 0.491 0.185 1.314 -1.6 -1.1 -0.9 -0.200
H -1.899 1.877 0.584 0.3 0.6 -0.1 0.322
H -1.027 2.080 -1.044 -1.1 -0.1 0.3 0.287
H -2.714 1.126 -0.732 1.2 0.7 -0.5 0.271
H -2.592 -1.446 1.238 0.3 -0.2 -0.6 0.310
H -2.344 -1.789 -0.647 0.5 0.1 2.4 0.256
H -1.189 -2.580 0.673 -1.6 1.9 -0.5 0.240
H 0.667 0.636 -1.886 -0.4 -0.9 -0.1 0.244
H 0.870 -1.238 -1.824 -1.4 1.1 -0.3 0.321
H 2.900 0.195 -0.958 -1.2 -0.7 -0.2 0.327
H 2.240 -1.263 -0.102 -0.1 0.4 -0.4 0.283
H 2.581 0.369 1.642 -1.8 1.1 -2.4 0.270
H 1.728 1.621 0.462 0.3 1.6 0.0 0.312
H 0.129 0.474 2.179 0.2 0.7 1.3 0.235
```
Forces are in eV/Å.

Summary:
Frontier orbital gap   9.61 eV
Strongest force on any atom   4.6 eV/A
Structure (SMILES)   C[Si]1(C)CCCN1
HOMO level   -8.7 eV
Energy   -14763.4464 eV